# 1
{"formula": "C27H17F5FeNO5S2", "method": "ωB97M-V/def2-TZVPD", "species": ["Fe", "O", "C", "O", "C", "C", "C", "C", "C", "N", "C", "O", "O", "H", "H", "H", "F", "C", "C", "F", "C", "F", "C", "S", "C", "F", "C", "F", "O", "S", "C", "C", "C", "C", "C", "C", "C", "C", "C", "C", "C", "C", "C", "C", "H", "H", "H", "H", "H", "H", "H", "H", "H", "H", "H", "H", "H", "H"], "xyz": [[-0.7402, 1.5252, 1.2151], [0.1824, -0.4142, 4.6443], [-0.0628, 0.3772, 3.7669], [-0.1293, 0.1350, 2.4841], [-0.3333, 1.8390, 4.0826], [-0.2947, 2.4694, 5.3103], [-0.5476, 3.8391, 5.3400], [-0.8153, 4.5453, 4.1704], [-0.8352, 3.8359, 2.9843], [-0.6116, 2.5343, 2.9924], [-1.0540, 4.3601, 1.5695], [-1.2600, 5.5341, 1.3785], [-0.9639, 3.4137, 0.6753], [-0.0710, 1.9006, 6.2013], [-0.5280, 4.3642, 6.2862], [-0.9980, 5.6101, 4.1639], [-2.7907, -4.3662, 3.5328], [-2.8142, -3.2091, 2.8748], [-2.8901, -2.0152, 3.5700], [-2.9418, -2.0250, 4.8995], [-2.9083, -0.8219, 2.8743], [-2.9569, 0.3139, 3.5803], [-2.8501, -0.7692, 1.4870], [-2.8246, 0.7719, 0.6221], [-2.7967, -1.9874, 0.8217], [-2.7500, -2.0258, -0.5181], [-2.7665, -3.1952, 1.4925], [-2.6860, -4.3409, 0.8166], [0.5867, 1.0116, -0.1577], [0.3538, 0.9726, -1.6754], [2.0428, 0.8257, -2.2839], [2.0677, 0.8420, -3.7871], [2.5599, -0.2496, -4.4942], [2.5730, -0.2363, -5.8815], [2.0879, 0.8654, -6.5713], [1.6003, 1.9599, -5.8709], [1.5942, 1.9508, -4.4844], [-0.3023, -0.6720, -2.0145], [0.4678, -1.8240, -1.4402], [0.5884, -2.0014, -0.0613], [1.2977, -3.0826, 0.4397], [1.8789, -4.0024, -0.4218], [1.7479, -3.8409, -1.7935], [1.0487, -2.7544, -2.2986], [2.4600, -0.0864, -1.8545], [2.5463, 1.6895, -1.8480], [2.9430, -1.1067, -3.9545], [2.9666, -1.0864, -6.4234], [2.0960, 0.8746, -7.6532], [1.2289, 2.8249, -6.4041], [1.2210, 2.8116, -3.9412], [-0.3722, -0.7236, -3.1040], [-1.3152, -0.6057, -1.6160], [0.1442, -1.2992, 0.6310], [1.3886, -3.2039, 1.5115], [2.4231, -4.8490, -0.0240], [2.1815, -4.5643, -2.4719], [0.9334, -2.6384, -3.3698]], "forces_ev_per_angstrom": [[-0.04, 0.04, -0.05], [0.01, -0.09, 0.03], [-0.01, 0.07, -0.06], [0.03, 0.02, 0.04], [0.00, 0.06, 0.02], [0.00, 0.02, 0.02], [-0.01, -0.01, 0.00], [0.01, 0.01, 0.00], [-0.01, 0.01, -0.02], [0.08, -0.08, 0.02], [0.00, 0.04, 0.09], [-0.01, 0.02, -0.05], [0.03, -0.09, -0.01], [0.00, 0.00, 0.00], [0.00, 0.00, 0.00], [0.00, 0.00, -0.01], [0.00, 0.04, -0.03], [0.01, -0.06, 0.00], [0.01, 0.04, 0.06], [-0.01, 0.00, -0.03], [-0.06, 0.02, 0.00], [0.01, -0.05, 0.01], [0.04, -0.03, -0.05], [0.00, -0.03, -0.03], [0.02, 0.03, -0.06], [-0.01, 0.02, 0.04], [0.00, 0.00, 0.06], [-0.02, -0.02, -0.01], [-0.05, 0.06, 0.06], [0.09, 0.10, 0.00], [-0.01, -0.04, 0.00], [0.00, -0.02, 0.01], [-0.02, 0.00, 0.00], [0.01, 0.00, -0.01], [0.01, -0.01, 0.00], [0.01, 0.01, 0.03], [-0.02, -0.01, -0.03], [-0.05, -0.07, -0.03], [0.05, -0.02, 0.02], [-0.02, 0.01, -0.06], [-0.01, 0.01, 0.02], [-0.01, 0.00, -0.01], [0.00, 0.00, 0.00], [0.00, 0.02, 0.02], [0.01, 0.02, -0.01], [0.00, 0.01, 0.01], [-0.01, -0.02, 0.01], [-0.01, 0.00, 0.00], [0.00, 0.00, 0.00], [0.00, 0.00, 0.00], [-0.01, 0.00, 0.00], [0.00, 0.01, 0.00], [-0.04, -0.01, 0.02], [-0.01, -0.05, 0.00], [-0.01, 0.00, 0.00], [0.00, 0.00, -0.01], [0.00, 0.00, 0.00], [0.01, 0.01, -0.02]], "lowdin_charge": [0.810, 0.110, -0.558, -0.132, -0.151, 0.036, -0.015, 0.033, -0.141, 0.064, -0.553, 0.101, -0.139, 0.127, 0.114, 0.126, 0.135, -0.127, -0.138, 0.135, -0.248, 0.094, -0.495, 0.748, -0.240, 0.078, -0.143, 0.127, -0.579, 1.056, -0.260, -0.288, -0.046, -0.071, -0.080, -0.070, -0.050, -0.266, -0.267, -0.031, -0.051, -0.077, -0.076, -0.055, 0.105, 0.111, 0.110, 0.107, 0.105, 0.108, 0.116, 0.108, 0.062, 0.084, 0.115, 0.105, 0.104, 0.109], "e_above_lowest_kcal_mol": 0.00, "max_force_ev_per_a": 0.1, "homo_ev": [-8.7, -9.0], "gap_ha": [0.3175, 0.2824], "spin_multiplicity": 6}

=====

# 2
{"formula": "C26H36CaN9S4", "method": "ωB97M-V/def2-TZVPD", "species": ["Ca", "N", "C", "C", "N", "C", "C", "N", "H", "H", "H", "H", "H", "H", "H", "H", "H", "H", "H", "H", "H", "C", "C", "N", "C", "S", "N", "N", "C", "C", "C", "C", "C", "C", "C", "N", "H", "H", "H", "H", "H", "H", "H", "H", "H", "H", "H", "H", "H", "S", "C", "C", "C", "C", "C", "C", "S", "H", "H", "H", "H", "N", "C", "S", "C", "C", "C", "N", "C", "C", "H", "H", "H", "H", "H", "H"], "xyz": [[-1.1668, -0.6655, 0.3099], [-0.4741, 0.2862, -1.8141], [-1.0338, -0.3566, -3.0068], [-1.4651, -1.7978, -2.6826], [-0.7241, -2.3032, -1.5298], [-1.0761, -3.6696, -1.1472], [-2.3712, -3.6952, -0.3331], [-2.2235, -2.8109, 0.8192], [-0.5691, 1.2929, -1.8713], [0.5255, 0.0767, -1.7816], [-0.3097, -0.3661, -3.8343], [-1.9055, 0.2034, -3.3475], [-1.3489, -2.4378, -3.5726], [-2.5172, -1.7914, -2.4157], [0.2740, -2.2526, -1.7136], [-0.2735, -4.0510, -0.5139], [-1.1852, -4.3305, -2.0215], [-2.5848, -4.7374, -0.0601], [-3.2023, -3.3326, -0.9449], [-1.5106, -3.1651, 1.4570], [-3.0917, -2.7154, 1.3319], [-5.6020, 3.9023, 0.0260], [-6.0947, 2.6106, -0.6134], [-5.0823, 1.8053, -1.3219], [-3.9703, 1.2333, -0.6722], [-3.8903, -0.4709, -0.7338], [-3.1368, 2.0768, -0.1210], [-1.9850, 1.5864, 0.4047], [-1.2512, 2.4341, 1.0366], [-1.6375, 3.8736, 1.2455], [0.0365, 1.9671, 1.5694], [0.6598, 2.6211, 2.6316], [1.8441, 2.1183, 3.1373], [2.4169, 1.0110, 2.5371], [1.7586, 0.4433, 1.4579], [0.5921, 0.8880, 0.9966], [-6.4133, 4.3761, 0.5834], [-5.2469, 4.5941, -0.7402], [-4.7773, 3.6910, 0.6943], [-6.8491, 2.8577, -1.3638], [-6.5887, 1.9965, 0.1543], [-5.5432, 1.0580, -1.8154], [-2.4266, 4.1336, 0.5450], [-0.7779, 4.5275, 1.0920], [-2.0137, 4.0299, 2.2596], [0.1989, 3.4866, 3.0860], [2.3151, 2.5823, 3.9947], [3.3352, 0.5758, 2.9058], [2.1633, -0.4288, 0.9602], [0.8888, -2.6272, 1.5366], [1.0744, -2.1296, 3.1994], [2.2077, -2.5960, 3.8894], [2.4643, -2.2664, 5.2071], [1.5764, -1.4372, 5.8851], [0.4515, -0.9710, 5.2310], [0.1563, -1.2951, 3.8930], [-1.3248, -0.6568, 3.2244], [2.8840, -3.2432, 3.3433], [3.3409, -2.6585, 5.7130], [1.7579, -1.1659, 6.9200], [-0.2523, -0.3337, 5.7534], [7.1473, 0.6856, -3.4427], [6.2264, -0.0409, -4.1313], [6.6525, -0.6959, -5.5950], [4.8899, -0.1565, -3.5447], [3.9482, -1.0532, -4.0568], [2.7130, -1.1586, -3.4534], [2.3409, -0.4388, -2.3928], [3.2241, 0.4367, -1.9196], [4.4872, 0.6139, -2.4483], [8.0885, 0.5918, -3.7881], [7.0532, 0.7499, -2.4396], [4.2084, -1.6601, -4.9112], [1.9707, -1.8513, -3.8349], [2.8910, 1.0219, -1.0685], [5.1339, 1.3750, -2.0325]], "forces_ev_per_angstrom": [[-0.06, -0.98, 1.04], [0.13, 0.29, -0.65], [0.07, -0.16, -0.10], [0.06, 0.02, -0.10], [0.20, -0.33, -0.48], [-0.20, -0.12, 0.14], [0.15, 0.09, -0.02], [-0.45, -0.65, -0.08], [-0.06, -0.01, 0.07], [-0.22, 0.13, 0.04], [-0.01, 0.03, 0.03], [0.00, 0.00, 0.05], [0.05, 0.01, 0.04], [-0.07, -0.04, -0.04], [0.01, -0.04, 0.10], [0.02, -0.01, -0.05], [0.05, 0.03, 0.01], [-0.02, 0.01, -0.07], [-0.03, -0.05, 0.03], [0.05, 0.17, 0.03], [0.01, 0.07, 0.03], [0.07, -0.14, -0.29], [0.16, -0.08, 0.12], [0.01, 0.35, 0.07], [0.05, 0.25, 0.16], [0.11, -0.23, 0.01], [-0.59, 0.70, -0.33], [-0.01, 0.20, 0.32], [-0.46, 0.29, -0.15], [-0.02, -0.08, -0.07], [0.56, -0.08, 0.18], [-0.19, 0.06, -0.08], [0.09, -0.08, -0.03], [-0.01, 0.12, 0.00], [0.13, 0.10, 0.02], [0.31, 0.45, 0.06], [-0.01, -0.03, -0.04], [0.03, 0.02, 0.03], [0.08, 0.04, 0.16], [-0.04, -0.07, 0.02], [0.04, 0.03, 0.00], [-0.10, -0.09, 0.01], [0.02, 0.00, 0.03], [0.03, 0.00, 0.08], [0.01, 0.00, 0.01], [-0.05, -0.02, -0.01], [-0.03, 0.00, 0.02], [-0.02, -0.04, 0.00], [-0.05, -0.06, 0.07], [-0.16, -0.15, -0.65], [0.22, 0.09, 0.46], [-0.17, 0.11, -0.10], [0.10, 0.01, 0.17], [0.04, -0.02, 0.01], [0.02, -0.03, -0.09], [0.25, -0.08, 0.17], [-0.35, 0.09, -0.25], [0.03, -0.01, 0.02], [0.01, 0.00, -0.05], [-0.02, 0.00, -0.01], [-0.01, 0.01, -0.01], [-0.32, -0.43, 0.29], [1.15, 0.05, -0.91], [-0.28, 0.14, 0.34], [-1.09, -0.05, 0.55], [0.50, 0.08, -0.04], [-0.26, 0.04, 0.16], [0.42, -0.08, -0.25], [-0.33, 0.00, 0.25], [0.39, -0.04, -0.37], [0.03, 0.11, -0.04], [-0.01, 0.12, -0.05], [-0.03, -0.04, -0.01], [0.05, -0.03, -0.03], [0.05, 0.02, 0.00], [-0.06, 0.00, 0.07]], "lowdin_charge": [0.941, -0.089, -0.243, -0.255, -0.158, -0.241, -0.274, -0.148, 0.084, 0.023, 0.093, 0.107, 0.112, 0.027, 0.096, 0.069, 0.111, 0.108, 0.081, -0.010, 0.062, -0.111, -0.268, -0.068, -0.839, 0.593, -0.024, -0.069, -0.287, -0.035, -0.278, -0.020, -0.055, -0.049, -0.200, 0.007, 0.065, 0.070, 0.038, 0.101, 0.108, 0.055, 0.050, 0.077, 0.088, 0.105, 0.106, 0.108, 0.049, 0.489, -0.744, -0.179, -0.153, -0.149, -0.179, -0.750, 0.455, 0.071, 0.078, 0.079, 0.074, 0.067, -0.810, 0.663, -0.236, -0.028, -0.110, 0.070, -0.107, -0.003, 0.083, 0.096, 0.082, 0.112, 0.106, 0.108], "charge": -1, "e_above_lowest_kcal_mol": 27.31, "max_force_ev_per_a": 1.5, "homo_ev": -2.9, "gap_ha": 0.1267}

=====

# 3
{"formula": "C15H17AsLiNO2", "method": "ωB97M-V/def2-TZVPD", "species": ["Li", "O", "C", "O", "C", "C", "C", "C", "C", "N", "H", "H", "H", "H", "C", "As", "C", "C", "C", "C", "C", "C", "C", "C", "H", "H", "H", "H", "H", "H", "H", "H", "H", "H", "H", "H", "H"], "xyz": [[0.4771, 0.7964, 2.2793], [4.1486, 1.3086, 1.5048], [3.0219, 1.0370, 1.8892], [1.9177, 1.5963, 1.5909], [2.8885, -0.1401, 2.8777], [4.0122, -0.8412, 3.2917], [3.8562, -1.8957, 4.1718], [2.5821, -2.2233, 4.6131], [1.5155, -1.4751, 4.1492], [1.6583, -0.4550, 3.3023], [4.9708, -0.5285, 2.9036], [4.7172, -2.4580, 4.5100], [2.4127, -3.0390, 5.3014], [0.5022, -1.6951, 4.4645], [-2.0285, -1.6794, -0.4615], [-1.2240, -0.0984, 0.3338], [-2.7388, 1.1268, 0.1823], [-0.1013, 0.5582, -1.1628], [-0.8252, 0.7567, -2.4528], [-0.9601, -0.2861, -3.3689], [-1.6614, -0.1110, -4.5522], [-2.2398, 1.1158, -4.8440], [-2.1032, 2.1650, -3.9471], [-1.4024, 1.9862, -2.7638], [-2.5111, -1.4098, -1.4003], [-2.7661, -2.0854, 0.2293], [-1.2674, -2.4367, -0.6430], [-3.1573, 1.0953, -0.8233], [-2.4106, 2.1440, 0.3945], [-3.5005, 0.8467, 0.9089], [0.7019, -0.1754, -1.2598], [0.3703, 1.4732, -0.8013], [-0.4963, -1.2421, -3.1539], [-1.7486, -0.9340, -5.2497], [-2.7838, 1.2564, -5.7684], [-2.5361, 3.1314, -4.1712], [-1.2905, 2.8152, -2.0746]], "forces_ev_per_angstrom": [[0.06, -0.18, -0.02], [0.03, -0.01, -0.03], [-0.02, 0.01, 0.10], [-0.18, 0.02, -0.10], [0.03, -0.02, -0.02], [-0.03, 0.03, -0.01], [0.07, 0.00, -0.01], [-0.08, 0.03, -0.01], [0.02, -0.03, 0.03], [0.00, 0.04, -0.03], [0.01, -0.01, 0.01], [-0.01, -0.01, 0.01], [0.00, -0.01, 0.01], [0.00, -0.03, 0.02], [-0.02, -0.01, 0.01], [0.17, 0.39, 0.09], [-0.02, -0.06, -0.10], [0.08, -0.14, 0.09], [-0.01, 0.00, -0.05], [0.02, 0.01, 0.05], [0.00, -0.01, 0.01], [-0.01, -0.01, -0.02], [0.01, 0.03, 0.02], [-0.01, 0.00, -0.01], [-0.01, -0.04, 0.00], [-0.01, 0.00, -0.02], [0.01, 0.01, 0.00], [-0.04, 0.00, 0.02], [0.01, -0.01, 0.02], [-0.01, 0.00, -0.01], [-0.03, 0.00, -0.02], [-0.04, 0.01, 0.00], [-0.01, -0.01, -0.01], [0.00, 0.00, -0.01], [0.00, 0.00, -0.01], [-0.01, 0.00, -0.01], [0.01, 0.00, 0.00]], "lowdin_charge": [0.567, 0.036, -0.654, -0.163, -0.189, 0.003, -0.053, -0.065, -0.140, 0.023, 0.119, 0.109, 0.102, 0.106, -0.326, 1.096, -0.327, -0.340, -0.319, -0.068, -0.084, -0.095, -0.083, -0.065, 0.022, 0.021, 0.025, 0.023, 0.023, 0.019, 0.079, 0.067, 0.111, 0.102, 0.100, 0.103, 0.114], "max_force_ev_per_a": 0.4, "homo_ev": -8.9, "gap_ha": 0.3285}

=====

The E results, record by record, are as follows: -109649.309 -102742.878 -82461.647 eV.